1.
146
Properties=species:S:1:pos:R:3 method="wB97M-V/def2-TZVPD" molar_mass_g_mol=1038.1 charge=0 smiles="Oc1ccc(O)cc1.COCCNCCOC.COCCNCCOC.COCCNCCOC.O=C1OCCO1.O=C1OCCO1.O=C1OCCO1.O=C1OCCO1.O=C1OCCO1.O=C1OCCO1" homo_energy_ev=-7.79 e_above_lowest_kj_mol=0.0 lumo_energy_ev=0.14 e_tot_ev=-102469.259 homo_lumo_gap_ha=0.2913 spin_multiplicity=1
C -9.80432 -3.33469 3.47253
O -8.58203 -3.75013 2.85816
C -8.33599 -3.03515 1.64714
C -7.13822 -2.07538 1.81965
N -5.82790 -2.63250 2.11446
C -5.27314 -3.35975 0.97045
C -3.97678 -4.09035 1.29364
O -3.46873 -4.63583 0.07715
C -2.08923 -4.94032 0.16163
H -9.68238 -2.28145 3.74361
H -10.01644 -3.98115 4.31868
H -10.62379 -3.35277 2.74850
H -9.10353 -2.43053 1.16067
H -8.06866 -3.83829 0.95699
H -7.42286 -1.52082 2.72050
H -7.06030 -1.37867 0.97425
H -5.28874 -1.80189 2.32348
H -5.08360 -2.70571 0.10600
H -5.93535 -4.08532 0.49530
H -4.32894 -4.86375 1.98734
H -3.31151 -3.47791 1.90802
H -1.92324 -5.80842 0.79900
H -1.39007 -4.12998 0.40370
H -1.66990 -5.02649 -0.84437
C -1.68066 5.94772 5.32163
O -1.88705 6.48494 4.03300
C -1.01942 7.52982 3.67950
C -0.78585 7.53763 2.13022
N -0.64678 6.19208 1.59876
C -0.12446 6.18756 0.22332
C 0.28931 4.79541 -0.20823
O 1.64897 4.60873 0.16014
C 2.04357 3.25420 0.02975
H -0.92077 5.19437 5.07207
H -2.57898 5.45950 5.69714
H -1.35392 6.70276 6.04045
H -0.01848 7.33304 4.08661
H -1.31301 8.51335 4.05258
H 0.01308 8.26363 1.93204
H -1.64228 8.02977 1.65930
H 0.03503 5.72391 2.18857
H 0.77847 6.80943 0.19600
H -0.79163 6.63537 -0.51455
H 0.31208 4.65513 -1.29441
H -0.33768 4.05500 0.29659
H 1.95218 2.92628 -1.01294
H 1.45106 2.62955 0.70232
H 3.09922 3.12104 0.25780
C 6.08145 -1.34140 -1.78490
O 6.09789 -0.42749 -0.72055
C 4.80034 0.12088 -0.54585
C 4.78197 1.11548 0.60440
N 5.52291 2.36753 0.40139
C 5.84860 3.23743 1.52812
C 6.79440 2.63959 2.54779
O 6.04395 2.05112 3.56848
C 6.76094 1.59012 4.72004
H 5.40451 -2.17728 -1.57710
H 7.05860 -1.78180 -1.97729
H 5.71071 -0.86357 -2.69695
H 4.11737 -0.70471 -0.32047
H 4.40948 0.58439 -1.45859
H 5.18207 0.63496 1.50359
H 3.73706 1.33221 0.83395
H 6.33084 2.15486 -0.17079
H 4.84857 3.50672 1.87777
H 6.25166 4.15023 1.08509
H 7.34075 3.50468 2.95011
H 7.48491 1.95577 2.04215
H 6.01522 1.10050 5.33861
H 7.35528 2.36989 5.19683
H 7.43150 0.81801 4.32923
C 3.27483 -4.95904 -5.26324
C 3.01509 -3.59962 -5.09974
C 3.23168 -3.02321 -3.82842
C 3.32255 -3.84693 -2.71587
C 3.40113 -5.22602 -2.88082
C 3.38237 -5.79207 -4.15398
O 3.63808 -7.10004 -4.44189
O 3.19287 -1.66166 -3.64772
H 3.11689 -5.42484 -6.22707
H 2.75676 -3.11205 -6.03133
H 3.33245 -3.37855 -1.74094
H 3.46836 -5.88735 -2.02589
H 4.21015 -7.48378 -3.76983
H 3.11314 -1.25101 -4.51501
C -2.49040 2.70365 -1.39287
C -3.76331 2.99920 -2.19259
O -4.37780 1.68571 -2.14648
C -3.55256 0.73119 -1.65398
O -3.85680 -0.40688 -1.47102
O -2.47168 1.32864 -1.14727
H -2.39098 3.19365 -0.42243
H -1.58124 2.95182 -1.94615
H -3.68619 3.28194 -3.24040
H -4.39385 3.74608 -1.71252
C 3.30386 4.63942 -3.15314
C 4.50124 3.81978 -2.64390
O 4.17588 2.51378 -3.02485
C 2.88345 2.40120 -3.34962
O 2.27252 1.38343 -3.48254
O 2.34167 3.62722 -3.47567
H 3.54533 5.22795 -4.03775
H 2.90701 5.29085 -2.37684
H 4.45615 3.84174 -1.55277
H 5.41637 4.23128 -3.06103
C -0.90263 -5.60742 3.54347
C 0.50524 -5.11660 3.29993
O 1.31736 -6.27790 3.09502
C 0.48086 -7.32902 3.05780
O 0.78016 -8.46966 2.81885
O -0.79587 -6.94745 3.09376
H -1.74522 -5.19183 2.99417
H -1.14333 -5.64751 4.60982
H 0.76580 -4.56188 4.20297
H 0.61155 -4.40722 2.47997
C -1.03593 1.31091 2.09990
C -2.31742 0.47405 2.33764
O -1.79528 -0.76025 2.79029
C -0.53051 -0.85293 2.61385
O 0.13451 -1.85744 2.58339
O 0.00829 0.34441 2.19513
H -0.92748 1.92011 3.00141
H -1.15082 1.94516 1.22561
H -2.93505 0.18878 1.48288
H -2.98044 0.92258 3.07668
C -3.29455 -1.97415 -5.38870
C -4.33109 -0.84994 -5.18923
O -3.43880 0.23843 -4.99418
C -2.23735 -0.23383 -4.52910
O -1.30806 0.48175 -4.31192
O -2.20188 -1.57656 -4.56971
H -2.95124 -2.06970 -6.41960
H -3.57172 -2.96062 -5.01893
H -5.04742 -0.89127 -4.36770
H -4.89829 -0.65487 -6.09948
C 0.68600 -0.51037 -1.25064
C -0.01960 -1.49443 -2.21677
O -0.01235 -2.74496 -1.50525
C 0.82568 -2.67655 -0.48318
O 1.09120 -3.64997 0.15704
O 1.21323 -1.41393 -0.29314
H 0.01689 0.22983 -0.80952
H 1.48011 0.02971 -1.76342
H 0.49389 -1.56599 -3.17254
H -1.06076 -1.22807 -2.37020


2.
144
Properties=species:S:1:pos:R:3 method="wB97M-V/def2-TZVPD" molar_mass_g_mol=1020.1 charge=+1 homo_energy_ev=-9.71 lumo_energy_ev=-4.95 e_tot_ev=-109235.011 homo_lumo_gap_ha=0.1747 spin_multiplicity=1
C 0.36565 3.69178 1.89442
C 0.06939 2.15585 1.88662
C -0.99511 1.87091 0.79675
C -0.80822 0.48282 0.13456
C -1.33516 0.42768 -1.31488
C -2.88432 0.49789 -1.36714
C -3.33877 1.96448 -1.47185
O -3.93903 2.39247 -0.22022
C -4.32469 3.69012 -0.28693
O -5.46669 4.00688 -0.54601
C -3.35171 4.81004 0.04443
C -2.65510 5.53369 -0.92712
C -2.78948 5.23603 -2.40830
C -3.48320 6.34710 -3.21972
C -2.61454 7.56249 -3.67159
C -1.11040 7.28059 -3.84594
C -2.87269 8.81178 -2.79781
C -1.84773 6.51320 -0.46964
N -1.72296 6.80279 0.83097
S -0.70864 8.10667 1.33174
O -1.34226 8.69034 2.45704
O -0.59770 9.02655 0.26043
C 0.92590 7.46913 1.96185
F 0.71584 6.38151 2.70756
F 1.35997 8.39811 2.79573
C 1.99510 7.11981 0.85829
F 2.21870 5.79810 0.94554
F 1.56821 7.34611 -0.39182
C 3.39196 7.78682 1.08088
F 3.90665 7.46052 2.26011
F 4.19429 7.22224 0.15453
C 3.42349 9.33612 0.81844
F 2.21397 9.82610 0.52229
F 3.84488 9.93582 1.93810
F 4.27048 9.66030 -0.14088
C -2.39449 6.09889 1.75603
C -3.21909 5.09804 1.40966
C -3.98399 4.33020 2.47947
C -4.00698 4.98917 3.85607
F -3.51873 3.03906 2.56861
H 0.46336 4.03359 2.92835
H -0.41537 4.25958 1.37551
H 1.30256 3.85351 1.35353
H -0.32561 1.87210 2.86393
H 0.99599 1.60752 1.70480
H -1.95544 1.85036 1.32045
H -1.02840 2.67930 0.05449
H -1.31755 -0.28260 0.72506
H 0.26791 0.28224 0.08588
H -0.85648 1.16610 -1.96686
H -1.03794 -0.55507 -1.70370
H -3.19681 0.00462 -2.29288
H -3.34553 -0.00404 -0.51528
H -4.07558 2.07554 -2.27948
H -2.47855 2.58737 -1.73832
H -1.82615 4.90748 -2.80403
H -3.44529 4.36627 -2.46090
H -4.37376 6.71702 -2.70136
H -3.86198 5.87332 -4.13187
H -2.98748 7.84640 -4.66084
H -0.49359 7.57899 -2.98986
H -0.89241 6.25501 -4.15426
H -0.75956 7.89962 -4.67863
H -2.48957 9.69951 -3.30947
H -3.94458 8.93393 -2.62526
H -2.35649 8.77315 -1.83256
H -1.27222 7.10008 -1.17692
H -2.24947 6.40026 2.78515
H -5.03137 4.28239 2.15184
H -3.10266 4.72635 4.41562
H -4.89459 4.72214 4.42643
H -4.00700 6.08100 3.77869
C -0.88811 -1.66823 -5.32335
O -0.66637 -2.27512 -4.06443
C -1.60176 -3.30195 -3.74230
C -0.97793 -4.68237 -3.83136
N -0.70391 -5.06483 -5.21049
C 0.16839 -6.23207 -5.35904
C 1.56403 -6.19287 -4.73904
O 2.46912 -5.29760 -5.36640
C 2.32723 -3.94022 -4.99991
H -0.28557 -0.76052 -5.36354
H -0.57362 -2.31539 -6.14728
H -1.93912 -1.39418 -5.45523
H -2.50423 -3.22989 -4.35654
H -1.89597 -3.13363 -2.70163
H -1.66326 -5.41145 -3.38869
H -0.06462 -4.66426 -3.22348
H -0.27717 -4.28664 -5.69297
H 0.29131 -6.38979 -6.43340
H -0.36109 -7.10759 -4.97066
H 1.99738 -7.18508 -4.87668
H 1.54287 -6.02633 -3.65643
H 2.05206 -3.82356 -3.94853
H 1.60108 -3.43646 -5.64308
H 3.28939 -3.45157 -5.15905
C 4.21476 -8.96892 2.15669
O 5.01801 -8.34734 1.17181
C 5.89562 -9.23438 0.48493
C 5.43217 -9.49366 -0.93694
N 4.22428 -10.31023 -0.97154
C 3.54484 -10.34655 -2.26646
C 3.07556 -9.03281 -2.89140
O 1.99503 -8.40360 -2.21815
C 2.36301 -7.66773 -1.06606
H 3.77220 -8.18202 2.76725
H 3.39912 -9.54742 1.71069
H 4.80934 -9.61766 2.80543
H 6.03617 -10.16838 1.03640
H 6.86481 -8.73104 0.43639
H 6.22748 -10.01016 -1.48262
H 5.27777 -8.51566 -1.40947
H 3.57202 -9.96676 -0.28083
H 2.66370 -10.97966 -2.13563
H 4.19652 -10.85884 -2.98141
H 2.69479 -9.27618 -3.88691
H 3.89624 -8.32386 -3.05290
H 3.33003 -7.17320 -1.18319
H 2.36461 -8.30624 -0.18027
H 1.60199 -6.90161 -0.90574
C 1.38157 -4.46497 5.27035
O 0.26406 -4.20653 6.09908
C 0.53555 -3.34802 7.20128
C -0.07170 -1.97140 7.00096
N 0.62255 -1.22050 5.96015
C -0.07914 -0.02680 5.49355
C -1.48627 -0.17376 4.91143
O -1.54330 -0.83514 3.65657
C -1.47168 -2.25024 3.72864
H 1.12432 -5.30050 4.62005
H 1.62427 -3.60634 4.63499
H 2.25969 -4.74202 5.85960
H 1.60745 -3.28651 7.40977
H 0.05609 -3.80347 8.07153
H -0.01336 -1.41509 7.94130
H -1.13156 -2.11856 6.76011
H 0.78278 -1.82480 5.16651
H 0.55111 0.41691 4.71739
H -0.11708 0.69285 6.31841
H -1.85825 0.83843 4.72369
H -2.19256 -0.62394 5.61789
H -1.98364 -2.64501 4.60815
H -0.43395 -2.58840 3.70565
H -1.95833 -2.65189 2.83892


3.
161
Properties=species:S:1:pos:R:3 method="wB97M-V/def2-TZVPD" molar_mass_g_mol=2005.2 charge=0 s_squared=2.01 homo_energy_ev="-4.57 / -4.57" lumo_energy_ev="-1.39 / -2.39" e_tot_ev=-900386.409 homo_lumo_gap_ha="0.1169 / 0.0802" spin_multiplicity=3
Ni 0.07506 -3.43516 -0.20023
C 1.26996 -0.40412 -0.69635
O 0.98049 -0.02441 0.70459
O 0.45925 -1.52286 -1.03859
C 1.29139 0.81158 -1.80899
F 2.39753 1.53434 -1.62593
F 1.31094 0.46810 -3.08909
F 0.19103 1.56019 -1.62116
C 1.66840 1.01365 1.32500
C 1.37382 1.02073 2.84803
H 2.08134 1.65672 3.38003
H 0.38187 1.45464 2.97391
H 1.29366 0.00283 3.22954
H 1.24650 1.94521 0.94778
H 2.73727 0.89026 1.15065
H 2.29736 -0.75701 -0.60676
C -5.33588 3.83728 2.33783
O -4.07931 3.26039 2.47320
O -5.17960 4.57145 1.15261
C -6.65098 2.95457 2.42920
F -7.66377 3.70181 2.90637
F -7.09853 2.51746 1.26482
F -6.45296 1.80704 3.10186
C -3.73260 2.68487 3.73085
C -2.30875 3.11809 3.82541
H -1.72693 2.74249 2.98368
H -2.00585 4.16479 3.79775
H -1.89531 2.81405 4.78703
H -3.75184 1.59756 3.65685
H -4.27336 2.97207 4.63262
H -5.21710 4.61002 3.09735
C 4.83682 -3.02018 2.26106
C 4.32626 -4.39418 1.79409
C 3.03726 -4.69642 2.53292
S 2.12193 -3.13588 2.71511
O 1.90238 -2.79766 4.09287
O 1.10210 -3.10716 1.69098
C 3.62994 -2.19443 2.03624
H 5.69306 -2.60761 1.72746
H 5.19062 -3.07052 3.29082
H 4.99918 -5.25008 1.84625
H 4.15652 -4.30320 0.72124
H 3.12995 -5.02753 3.56727
H 2.40848 -5.47653 2.10379
H 3.61311 -1.20555 2.49443
H 3.54704 -1.87491 0.99742
C -4.65925 -4.13181 -1.22794
C -4.99073 -3.01248 -2.23758
C -3.65919 -2.55069 -2.78702
S -2.45074 -3.90317 -2.73381
O -1.35007 -3.64767 -1.79045
O -2.16878 -4.30598 -4.12855
C -3.68768 -4.99841 -1.96665
H -5.55687 -4.62747 -0.85820
H -4.27058 -3.73821 -0.28873
H -5.44242 -2.09396 -1.86291
H -5.53895 -3.43429 -3.07998
H -3.23777 -1.83912 -2.07697
H -3.70101 -2.15018 -3.79991
H -3.25063 -5.88373 -1.50482
H -4.21192 -5.43704 -2.81569
C 1.08706 -4.40357 -3.87627
C 1.80351 -5.80754 -3.92979
C 2.64091 -6.02327 -2.67454
S 2.94703 -4.30553 -2.05953
O 4.38497 -4.10800 -1.98839
O 2.08142 -4.09607 -0.90418
C 2.22738 -3.47109 -3.53023
H 0.38177 -4.44134 -3.04607
H 0.51974 -4.15051 -4.77194
H 2.33114 -6.04074 -4.85463
H 0.97892 -6.51838 -3.87635
H 3.61686 -6.49367 -2.79434
H 2.07573 -6.48173 -1.86306
H 3.01172 -3.62016 -4.27231
H 1.93182 -2.42606 -3.43721
C -2.83541 1.33918 -1.06650
C -4.13497 1.10300 -0.39415
C -5.33087 1.57203 -1.24231
S -4.77617 2.82569 -2.40251
O -4.58705 4.13290 -1.71641
O -5.61763 2.73331 -3.57499
C -3.09390 1.93118 -2.49466
H -2.24154 0.43508 -0.93230
H -2.32123 2.07141 -0.44396
H -4.16628 1.73961 0.49007
H -4.30136 0.07370 -0.07642
H -6.18004 1.98424 -0.69726
H -5.63475 0.77222 -1.91763
H -2.31342 2.55529 -2.92991
H -3.18153 1.17071 -3.27062
C 0.45642 5.31170 1.11301
C 0.55662 6.75118 0.53150
C -0.47436 7.08380 -0.50851
S -1.66904 5.68828 -0.44874
O -1.38386 4.90315 -1.64412
O -3.04910 6.04308 -0.26202
C -1.02453 4.86573 0.99697
H 0.85473 5.30124 2.12757
H 1.09551 4.63985 0.54004
H 1.55447 6.86201 0.10709
H 0.45215 7.47406 1.34059
H -0.09573 7.10990 -1.53031
H -1.01266 7.98789 -0.22399
H -1.17042 3.78559 1.00812
H -1.45525 5.37523 1.85894
C -1.95876 -2.13316 4.46460
C -1.92370 -0.68238 3.98609
C -1.81095 -0.60409 2.43370
S -2.52273 -2.20344 1.77855
O -1.44654 -2.91019 1.07230
O -3.79683 -1.91283 1.17639
C -2.82975 -2.96294 3.48445
H -2.36967 -2.40943 5.43564
H -0.94773 -2.50794 4.30508
H -1.26976 0.01972 4.50331
H -2.89194 -0.22950 4.19939
H -0.81778 -0.45389 2.01044
H -2.41244 0.19051 1.99221
H -2.67495 -4.04069 3.53537
H -3.85902 -2.85620 3.82696
Br -0.84129 -2.08189 -9.51168
C -1.06786 -1.31495 -7.68044
C -0.28333 -2.01464 -6.56296
Br -0.63752 -0.94011 -4.85398
H -2.15295 -1.33152 -7.57841
H -0.68272 -0.29819 -7.75757
H 0.79463 -2.10232 -6.69863
H -0.72143 -3.00476 -6.43715
Br 1.55319 4.53880 -2.66413
C 0.91509 3.76691 -4.32712
C 2.10766 3.29536 -5.18278
Br 1.32679 2.72348 -6.92250
H 0.47072 4.46640 -5.03518
H 0.29901 2.96014 -3.93004
H 2.53084 2.40124 -4.72500
H 2.80574 4.12725 -5.27627
Br 4.27199 6.14766 1.19568
C 4.60635 5.38896 3.06579
C 3.47489 4.39247 3.38704
Br 3.77553 3.51142 5.18287
H 4.89098 6.20937 3.72459
H 5.51290 4.81170 2.88404
H 3.44163 3.55726 2.68745
H 2.48979 4.85689 3.43156
Br 7.01545 -0.58684 -0.04136
C 5.83737 -0.98816 -1.54468
C 6.54623 -1.71923 -2.69713
Br 5.25229 -1.81768 -4.21762
H 5.45462 -0.01543 -1.85354
H 4.94373 -1.53672 -1.24703
H 6.76075 -2.74300 -2.39059
H 7.46640 -1.25753 -3.05519
Br 1.68709 -0.07807 6.60124
C 3.52225 -0.40279 5.93038
C 4.35762 -1.22721 6.90693
Br 6.20064 -1.52690 6.12906
H 3.85377 0.59868 5.65608
H 3.36381 -0.99331 5.02801
H 3.91817 -2.21159 7.06811
H 4.33229 -0.75244 7.88777